Computed, not measured: C6H10 in the gas phase, with wB97M-V/def2-TZVPD.

Cartesian coordinates (Å):
C 2.841 -0.463 0.835
C 1.620 -0.601 0.046
C 0.664 -0.376 -0.653
C -0.396 0.361 -1.340
C -1.796 0.319 -0.669
C -1.823 -0.025 0.822
H 3.309 -1.406 1.119
H 3.554 0.122 0.244
H 2.619 0.109 1.742
H -0.491 0.120 -2.403
H 0.109 1.337 -1.332
H -2.290 1.284 -0.832
H -2.407 -0.424 -1.197
H -1.335 -0.986 1.012
H -2.860 -0.101 1.171
H -1.318 0.729 1.434

Calculated values
SMILES: CC#CCCC
charge: 0
relative energy (zero: lowest compared OMol25 entry of this formula, charge and spin): 39.2 kcal per mole
largest force on an atom: 0.930 eV/A
energy: -6382.1599 eV
LUMO: 1.069 eV